[1]
The following is a DFT calculation (ωB97M-V/def2-TZVPD) of a single C5H8O2 molecule.

```
15
Properties=species:S:1:pos:R:3
H 1.9322 2.2916 -1.2196
C -0.4046 -0.0300 -0.0443
H 0.2050 2.5620 -0.9634
H -1.8512 -2.5957 1.9929
H 1.1990 1.1038 0.8550
H 1.7322 -0.0464 -0.3506
H 0.7483 1.3998 -2.1816
H -1.2083 0.6845 0.1873
C 0.9567 1.7937 -1.1797
C -1.7811 -1.9403 1.0960
O -2.6468 -1.8519 0.2617
O 0.4780 -1.4824 1.6687
C 0.9462 0.6839 -0.1258
H -0.6836 -0.4537 -1.0185
C -0.4563 -1.1489 0.9740
```

Properties
frontier orbital gap	9.42	eV
net charge	0
HOMO	-9.79	eV
SMILES string	CCCC(=O)C=O

=====

[2]
The following is a DFT calculation (ωB97M-V/def2-TZVPD) of 2 unconnected molecules or ions with the total composition H6N2Si.

```
9
Properties=species:S:1:pos:R:3
Si -0.8685 1.5825 0.8798
H -1.7928 1.4479 1.9657
N 0.5987 -1.8580 -1.1272
H -1.4226 2.6461 0.1044
N 0.4527 0.7225 0.5673
H 1.5524 -1.9182 -0.7870
H 0.3125 -0.9592 -0.6323
H 0.4411 -1.6755 -2.1346
H 0.7263 0.0118 1.1639
```

Properties
frontier orbital gap	9.19	eV
net charge	0
HOMO	-9.38	eV
SMILES string	N=[SiH2].N

=====

[3]
The following is a DFT calculation (ωB97M-V/def2-TZVPD) of a single C9H11N3 molecule.

```
23
Properties=species:S:1:pos:R:3
C 2.9613 -0.2337 1.2607
H 2.8285 -2.0796 -1.3051
H 0.5461 -1.0482 -1.7222
H -1.2717 2.8049 -0.6158
N -1.6004 -0.0856 -0.0252
H -3.1506 -2.7661 0.2514
H -4.7006 -0.4606 -0.0831
C -0.5001 0.9291 -0.1545
H -1.7492 2.3301 0.9016
C 2.3986 -1.2190 -0.8625
C -0.9516 2.3382 0.1947
C 3.2998 -0.6384 0.0520
C 1.1986 -0.7514 -0.9459
H 1.4799 1.2660 -0.4824
H 1.8769 -0.2832 1.4959
C -2.9233 -1.7078 0.1270
H -0.2141 2.8669 0.7751
N -2.7994 0.4865 -0.1477
C 0.7273 0.5033 -0.3990
C -3.6363 -0.5337 -0.0549
H 4.2353 -0.7004 -0.4166
H 3.5926 0.3353 1.9385
N -1.6478 -1.3524 0.2179
```

Properties
frontier orbital gap	9.25	eV
net charge	0
HOMO	-8.39	eV
SMILES string	C=C/C=C\C=C(\C)n1nccn1

=====

[4]
The following is a DFT calculation (ωB97M-V/def2-TZVPD) of a molecular structure, C3H9N3O.

```
16
Properties=species:S:1:pos:R:3
O -0.6392 1.5950 0.4182
C 0.2398 -0.1241 1.6556
H -1.1416 -1.8179 0.1152
N -0.1479 0.2626 0.2998
H 1.9389 1.3060 0.1305
H -0.6135 -0.1113 2.3359
C 1.0549 0.1832 -1.1014
C -1.4411 -0.8743 -0.3228
H -1.7938 -0.9721 -1.3392
H 0.7189 -1.0979 1.5810
N 2.0700 0.8464 -0.7674
H -0.5467 1.9928 -0.4594
H 1.0534 -0.8697 -2.7954
N 0.5122 -0.5054 -2.0257
H 0.9783 0.5856 2.0337
H -2.2427 -0.3989 0.2415
```

Properties
frontier orbital gap	8.79	eV
net charge	0
HOMO	-8.12	eV

=====

[5]
The following is a DFT calculation (ωB97M-V/def2-TZVPD) of 3 unconnected molecules or ions with the total composition C16H40N3O5PSi.

```
66
Properties=species:S:1:pos:R:3
H 1.3784 1.4289 -6.7804
H -0.2731 2.8258 -7.4535
C 2.4580 -4.1334 0.5445
C 2.2873 1.9000 -2.7585
C 1.9285 -1.7992 0.6705
H 2.6748 -3.1035 2.9765
H -2.4364 3.7734 0.3137
H 2.6033 -6.5088 3.8827
H 0.5860 -0.1276 -6.5152
C -2.9154 0.5349 1.9297
H -5.9644 1.8010 0.2909
H -0.6905 0.9374 0.6398
H 2.0540 -0.9398 0.0023
C 0.7536 0.8635 -6.0799
H 3.1888 -4.8466 4.0561
O 1.1483 -5.0781 3.7354
H -1.0505 1.2475 -2.7643
H -1.8016 2.6328 -1.9506
H 0.8417 0.4628 -1.9020
C 2.2802 -1.3204 2.0940
O 2.8069 -2.8072 0.1667
H 3.1571 1.2349 -2.6951
H 2.6389 2.9021 -2.4854
Si -3.9964 1.9989 2.6708
P -5.9210 2.2700 1.6524
C 0.6377 -3.8940 4.3606
N 1.8495 1.9785 -4.1562
C 1.2401 1.4650 -1.7127
O -6.9882 1.3845 2.4712
H 0.1549 -1.8585 3.8161
C 2.3713 -5.5272 4.3047
C -2.8401 3.5532 2.6343
H -0.0391 3.4711 -5.7964
H 1.1374 -3.6792 5.3118
H 1.3777 -4.2684 0.6582
H -1.2635 0.9609 3.6409
H 1.7018 -0.4172 2.3232
H -4.2469 1.6640 4.0845
H 1.0608 2.6188 -4.2052
H 0.8814 -2.1037 0.5713
H 2.3415 0.0604 -4.8525
H -2.4829 3.9630 3.6790
H -0.4177 -4.0879 4.5801
H 3.3363 -1.0253 2.0981
H 2.2843 -5.6312 5.3915
H -6.3791 3.6674 1.6833
N 2.1123 -2.2829 3.1880
H 2.9791 -4.4087 1.4628
O -0.5393 1.4566 -5.9064
C -1.3658 0.8867 2.4527
H -3.2768 -0.5162 2.3434
H -0.7233 2.9300 -3.3064
H 1.7560 1.4038 -0.7478
H 2.8077 -4.8111 -0.2396
H -1.6657 3.0954 -6.3873
N -0.2960 1.0734 1.6009
H 0.2532 -2.9964 2.4566
C 1.4518 0.6865 -4.7210
H 0.7569 0.1628 -4.0581
C -0.6185 2.7819 -6.4151
O 0.1855 2.4102 -1.5237
C 0.7229 -2.6973 3.3982
H -1.7584 5.2456 1.5548
C -0.8909 2.2822 -2.4445
C -2.3370 4.2321 1.4081
H -3.0069 0.6221 0.7574
```

Properties
frontier orbital gap	8.40	eV
net charge	0
HOMO	-8.55	eV
SMILES string	[H]/N=C\C[Si@@H](C=C)[PH2]=O.COCCNCCOC.COCCNCCOC

=====

[6]
The following is a DFT calculation (ωB97M-V/def2-TZVPD) of 14 unconnected molecules or ions with the total composition C45H127N11O14.

```
197
Properties=species:S:1:pos:R:3
H -2.4443 -5.0391 0.8049
H 7.7030 -4.6716 2.1852
H -4.2663 4.3317 -3.2100
H 1.5960 -0.7545 -2.3470
O -0.2748 -6.7298 -1.0050
H -2.7221 6.9107 -3.3531
H -1.8687 -2.9158 1.7924
C 1.4271 4.0150 3.0125
H -4.2114 -3.6020 -1.1960
H -2.6227 -0.3902 -6.4670
H -2.1902 1.2501 -2.4067
C 6.7535 0.4184 -1.0566
O 1.9900 -0.2555 -3.0724
H -4.0390 4.3716 2.8979
O 2.9325 -4.0606 3.7185
H 2.0446 -2.8964 -2.8600
H 2.3997 5.7082 2.0659
H -4.7510 -1.2707 -0.4060
C 1.8378 -5.7468 -0.3812
C -3.6843 4.2664 -2.2910
H 3.3175 -4.6937 0.6012
O -3.5945 -2.5319 2.6787
H -7.0196 0.8353 1.9723
C -2.8872 6.4994 -2.3543
H 3.6006 -2.2266 -3.5314
H -2.9108 -5.2059 2.4131
C 2.4880 2.5371 -4.9671
C -2.7320 0.4472 -4.4832
C 8.6674 0.0924 0.2965
H -6.8036 -2.8933 -2.0209
H 6.1427 -0.4866 -1.1135
H -1.0250 7.2967 -1.5832
H -1.9925 2.3662 0.0384
C -1.8389 0.7396 -3.3041
H -1.0881 -8.3241 0.0864
H -1.9289 -1.5016 3.3885
H 5.6248 -2.7441 -1.2813
H -4.2434 4.3442 -1.3583
C 1.2023 4.4581 -2.0285
C 2.5351 4.6265 2.0810
H 0.7655 0.7807 4.7620
H 0.5731 3.1827 -0.4346
C -5.7038 -1.4430 -0.9093
O -1.3569 0.7192 1.1147
C -3.2231 -4.7095 1.4936
H 2.1865 4.5813 -1.5728
C 4.5957 1.6115 -0.3781
H -7.8637 1.9564 4.1866
H -2.1314 5.8081 0.1595
N 1.4708 -2.7397 2.6684
H 2.1803 -2.6069 5.7378
H 7.4409 0.2735 -1.8916
N 5.2661 1.5218 -2.7208
N -3.7783 -0.4237 -3.9781
H 3.5155 4.4364 2.5164
H 2.4074 4.2513 1.0661
C -6.0063 1.9685 3.5698
N -2.5647 8.7123 -1.4172
H 6.7202 -7.6481 0.2862
H -1.5073 7.3236 0.8120
C 2.6383 -7.0486 -0.5873
H 1.3175 -2.4455 -0.5104
N 1.8217 -2.4609 4.8085
H 5.1108 -6.2558 1.5485
H -1.8191 -8.0416 -1.4691
C -1.3750 -7.5354 -0.6121
C 2.5436 -2.4259 -3.7067
C -5.7603 -2.6901 -1.7803
H 0.0641 4.8580 -0.2171
H 3.1783 1.7592 -4.6369
H 9.4458 0.6704 -0.2037
H -5.2555 -2.6078 -2.7438
C 2.1077 -3.1902 3.7383
C 4.6983 -3.0174 -0.7745
H 1.3343 2.9275 3.0292
C -2.1973 6.8938 0.0845
H -3.2639 1.1922 0.4199
C 0.2257 -0.9513 0.3205
C -2.9090 -3.1997 1.6276
H 2.2942 -0.5921 0.9067
H 5.4746 -5.7148 -0.9934
H 6.9874 -7.5450 1.8554
H 0.4579 4.2887 2.5887
H -0.5269 1.5359 5.6011
H -1.4217 -0.1874 -2.9070
H 2.8601 2.8922 -5.9282
C -6.3624 3.3176 2.9175
H 1.5107 2.4291 -2.5716
H 1.0953 -1.8064 4.5592
N -1.1037 -0.9164 3.4042
H -6.4170 -1.6273 -0.1046
H 3.8907 2.4407 -0.4420
O 4.9407 -4.0628 0.2191
O -2.4876 5.1068 -2.3329
H 1.7330 -5.2201 -1.3321
H 4.1051 -3.5015 -1.5524
H -6.1889 -0.1748 3.1626
H 1.8712 -3.0959 1.8113
H 6.1059 -4.0821 2.4500
H 2.0813 -7.6181 -1.3312
H -4.2464 -4.9548 1.2154
O 7.3324 0.6092 0.2522
H 0.8167 0.0658 -6.7143
H 0.0828 -1.6743 1.1220
H -4.4498 -0.6549 -4.6979
C 6.6604 -4.9923 2.2226
O -5.5967 3.4924 1.7749
C 1.3774 -0.0339 0.7139
H 0.8170 -1.2286 -4.2591
H -0.8122 0.5911 -0.7899
H 2.7102 -7.5728 0.3664
C -4.4837 4.3989 1.9017
H 2.2708 -5.2692 1.5705
H -2.0497 9.3738 -0.8541
C 0.1811 4.0625 -0.9521
C -2.3577 1.6708 0.7963
O 2.3269 3.6780 -4.0874
H -0.1938 -4.9744 0.1204
H 4.1486 -2.1443 -0.4265
H -0.4249 -0.1322 -7.9878
H 4.7589 1.4100 0.6818
H -1.9414 -0.6687 -0.2570
H -3.1392 7.2275 0.5242
H -0.2269 5.5190 -2.7224
C 5.8064 1.5420 -1.3887
H -3.3757 -0.8134 4.8880
C 1.3783 3.3872 -3.0791
O -5.1460 -3.7813 -1.0619
H -3.6667 4.1312 1.2322
H 4.6061 2.2885 -2.7489
H 1.1810 0.4088 1.6914
H -1.2871 -0.2239 2.6855
H -3.1409 1.4309 -4.7279
C -2.6227 -0.0307 4.9952
H -3.9496 6.7394 -2.2809
H -6.0797 4.0422 3.6822
H 0.7740 6.4626 -1.9654
C 1.9005 -1.1049 -4.2067
H 9.0125 0.0937 1.3310
H -2.4213 2.3070 6.5459
H 2.4933 -3.2435 -4.4291
H -0.0730 -2.2682 -1.1146
H -6.9226 0.8778 5.0518
H -1.0486 1.3694 -3.7161
N 0.7175 -1.6965 -0.8368
H -2.6313 2.2352 1.6871
N 2.3176 -4.8740 0.6388
H -4.2876 -0.0535 -3.1888
N -6.9771 1.8015 4.6474
H 6.3449 2.4732 -1.2040
H 4.6594 0.7166 -2.8181
H 0.3720 -6.3880 0.9991
H -5.9372 -0.4645 -1.3306
H -4.0897 1.7280 6.2613
O -1.0752 0.8780 -6.2407
N 6.9884 -6.9927 1.0085
C -1.1520 -0.2487 4.6785
H -4.7947 5.4223 1.6893
C -2.0931 7.3504 -1.3663
H -0.7606 3.6393 -1.3022
H -2.2376 -7.0761 -0.1259
C -0.0799 0.4951 -7.1627
H 0.2591 1.3307 -7.7767
H 1.5295 0.7131 -0.0653
H 1.0840 3.9806 4.9386
H 6.7543 -5.5090 3.1805
H 2.3651 -0.7120 -5.1094
H -7.4109 3.2916 2.6183
H -3.2648 3.2594 -2.2704
C -1.9436 -0.0879 -5.6674
H -2.5602 9.0702 -2.3629
O 1.6657 4.4638 4.3465
H -0.5804 1.6773 3.8430
H -5.0120 2.0401 4.0126
H 3.6520 -6.8249 -0.9176
H -3.1279 0.7227 4.3846
N 0.7643 5.7135 -2.6451
H 8.6411 -0.9490 -0.0265
H -5.3026 0.7284 1.9808
H -0.7850 -1.0120 5.3664
H -1.3456 -0.9293 -5.3114
C 6.0662 -5.8901 1.1675
H 0.7711 -2.0127 2.6763
H 0.4199 3.2839 -3.5956
H 6.6995 -4.5923 -0.5830
H 1.6093 1.9476 -5.2363
C -3.1457 1.5211 6.7702
O -2.6974 0.2784 6.3886
C 0.3169 -5.9316 0.0081
H -4.5432 -2.5369 2.5270
H 3.9989 0.7255 -0.6102
H -3.3081 1.5032 7.8478
C 5.8170 -5.0850 -0.1692
H -3.0641 -2.6653 0.6870
C -1.0435 -0.1095 0.0150
C -6.1652 0.7863 2.6484
C -0.2924 1.0239 4.6663
```

Properties
frontier orbital gap	9.26	eV
net charge	0
HOMO	-9.02	eV

=====

[7]
The following is a DFT calculation (ωB97M-V/def2-TZVPD) of a single C5H8O molecule.

```
14
Properties=species:S:1:pos:R:3
H 2.1546 0.4163 0.3499
O -1.2358 -1.7424 0.2178
C -0.9651 0.8478 -0.9857
H 0.5664 -2.2579 -0.5288
C -0.1981 -1.4751 -0.3394
C 0.5828 0.3063 1.7400
H 0.8753 -0.1099 -1.5899
H -0.4804 0.1433 1.9056
H 1.2045 0.4219 2.6216
C 0.2301 -0.0634 -0.7043
H -0.6491 1.8845 -1.1379
H -1.4837 0.5141 -1.8921
H -1.6859 0.8166 -0.1647
C 1.0844 0.2980 0.5079
```

Properties
frontier orbital gap	10.53	eV
net charge	0
HOMO	-9.56	eV
SMILES string	C=C[C@H](C)C=O

=====

[8]
The following is a DFT calculation (ωB97M-V/def2-TZVPD) of a single C8H17N3O4 molecule.

```
32
Properties=species:S:1:pos:R:3
H -0.2146 -2.8413 1.4915
C -1.0750 -1.3899 -0.2270
N 1.1633 0.5349 -0.3525
H 1.9137 -2.7077 0.3403
H 0.1287 -1.4544 2.6071
C -3.0198 0.0228 -0.0619
N -0.1899 -0.9874 0.7205
H 2.3287 -2.7469 2.0595
H 1.1291 2.7624 -0.2600
H 1.9858 2.3781 -2.4980
H 1.1027 0.4346 1.6385
O -1.4439 -2.6218 -0.2647
O -0.6456 1.2879 0.8706
H 2.4327 1.9908 0.5007
C 0.3250 -1.9267 1.6087
H -1.1695 0.4541 -1.2458
H 2.5733 0.6490 -2.1309
C 2.5296 1.7469 -1.7926
H -2.4108 -1.6705 -2.0148
H 3.5946 2.1053 -1.7763
C 1.8107 -2.1715 1.2859
H -0.2894 2.1072 1.2439
C 1.8279 1.8662 -0.4470
O -4.3764 1.6814 0.7413
H 0.7686 0.0735 -1.1263
H -3.5695 -0.7737 0.4309
H -2.7442 1.9776 -0.1859
O -2.2361 -0.8050 -2.2758
H 2.4981 -1.2078 1.1709
N -3.3552 1.2096 0.1614
C 0.3961 0.3518 0.8419
C -1.7686 -0.3297 -1.0541
```

Properties
frontier orbital gap (alpha / beta)	8.91 / 8.91	eV
net charge	0
HOMO (alpha / beta)	-8.70 / -8.70	eV
SMILES string	CCN[C@@H](O)N(CC)C(=O)[C@@H](O)/C=[NH+]/[O-]